This record from the OMol25 dataset describes a cluster of 4 separate species, C25H56O15P4Si in total at a distorted geometry. The level of theory is ωB97M-V/def2-TZVPD.

CARTESIAN COORDINATES (ANGSTROEM)
O (4.1142, 0.1931, 2.0257)
P (4.7694, 1.0425, 0.8635)
O (4.5242, 0.1536, -0.6223)
O (6.4658, 1.2572, 1.2893)
C (4.0474, 2.8093, 0.6596)
Si (2.5855, 3.1887, 1.9134)
C (1.2247, 1.8411, 1.5053)
C (0.9730, 0.6416, 2.5973)
C (-0.1350, -0.5068, 2.2157)
C (-0.9188, -0.3577, 0.7594)
C (-0.6719, 0.8450, -0.3289)
C (0.4522, 2.0088, 0.0601)
H (3.9989, -0.7004, -0.4374)
H (6.4305, 2.0193, 1.9669)
H (4.8746, 3.6615, 0.7482)
H (3.5262, 2.8226, -0.4136)
H (2.0206, 4.5060, 1.6461)
H (3.0106, 3.1468, 3.3059)
H (1.6104, 0.6804, 3.5965)
H (-0.2969, -1.3865, 2.9704)
H (-1.7156, -1.1878, 0.4967)
H (-1.2578, 0.8595, -1.3674)
H (0.6970, 2.9225, -0.6604)
O (-2.0612, 3.8094, -2.3113)
P (-3.2191, 4.8168, -2.5153)
O (-2.5018, 5.5691, -3.8044)
C (-2.6159, 4.9254, -5.0633)
C (-4.0343, 4.9966, -5.5998)
O (-2.6770, 5.8118, -1.2951)
C (-1.8511, 5.3344, -0.2433)
C (-0.3868, 5.5704, -0.5745)
O (-4.5129, 5.9425, -2.7433)
C (-4.5376, 7.2628, -2.2118)
C (-3.4939, 8.1960, -2.8001)
H (-2.2822, 3.8865, -4.9834)
H (-1.9402, 5.4394, -5.7540)
H (-4.7184, 4.4169, -4.9712)
H (-4.0853, 4.5964, -6.6157)
H (-4.3971, 6.0290, -5.6060)
H (-2.0592, 4.2839, -0.0171)
H (-2.1081, 5.9027, 0.6572)
H (-0.1126, 5.1455, -1.5450)
H (0.2596, 5.1341, 0.1920)
H (-0.1805, 6.6433, -0.6384)
H (-4.4938, 7.2363, -1.1181)
H (-5.5262, 7.6689, -2.4577)
H (-2.4721, 7.8804, -2.5602)
H (-3.6239, 9.2096, -2.4089)
H (-3.5738, 8.2261, -3.8870)
O (-2.6185, -3.3871, 4.7864)
P (-4.1165, -3.6822, 4.5285)
O (-4.5542, -2.0853, 4.5064)
C (-4.3138, -1.3744, 3.3026)
C (-5.2533, -1.8178, 2.1957)
O (-4.4113, -4.0136, 6.1335)
C (-3.3810, -4.4217, 7.0212)
C (-2.8170, -3.2206, 7.7620)
O (-5.7901, -4.0120, 4.2404)
C (-6.7846, -4.0886, 5.2561)
C (-7.0659, -2.7726, 5.9599)
H (-3.2699, -1.4964, 2.9987)
H (-4.4766, -0.3129, 3.5137)
H (-5.0525, -2.8545, 1.9059)
H (-5.1334, -1.1886, 1.3099)
H (-6.2953, -1.7705, 2.5267)
H (-2.6031, -4.9868, 6.4980)
H (-3.8288, -5.1091, 7.7472)
H (-2.4884, -2.4336, 7.0763)
H (-1.9695, -3.5135, 8.3879)
H (-3.5857, -2.7729, 8.3994)
H (-6.5480, -4.8896, 5.9640)
H (-7.7069, -4.4027, 4.7526)
H (-6.1998, -2.4106, 6.5256)
H (-7.8939, -2.8865, 6.6660)
H (-7.3243, -1.9977, 5.2377)
O (5.0489, -3.8684, -5.5989)
P (4.7593, -3.7757, -4.0806)
O (6.2165, -3.0767, -3.7201)
C (6.3308, -1.6823, -3.9544)
C (5.5128, -0.8803, -2.9583)
O (5.1620, -5.3708, -3.8237)
C (5.1126, -6.3381, -4.8620)
C (6.4801, -6.4885, -5.5077)
O (4.4358, -3.6721, -2.3843)
C (4.8575, -4.6323, -1.4217)
C (6.3618, -4.7080, -1.2278)
H (6.0306, -1.4500, -4.9805)
H (7.3883, -1.4205, -3.8502)
H (4.4418, -1.0600, -3.0989)
H (5.6959, 0.1906, -3.0789)
H (5.7571, -1.1690, -1.9314)
H (4.3344, -6.0996, -5.5938)
H (4.8279, -7.2925, -4.4059)
H (6.8788, -5.5290, -5.8510)
H (6.4336, -7.1715, -6.3604)
H (7.2006, -6.8803, -4.7832)
H (4.4228, -5.6125, -1.6427)
H (4.4126, -4.3202, -0.4690)
H (6.8797, -5.0563, -2.1287)
H (6.6083, -5.4027, -0.4193)
H (6.7681, -3.7262, -0.9834)

## Properties
HOMO energy: -8.448 eV
Kohn-Sham gap: 6.226 eV